(1)
This record from the OMol25 dataset describes a cluster of 2 separate species, C10H16O in total at a distorted geometry. The level of theory is ωB97M-V/def2-TZVPD.

Geometry as XYZ:
```
27
Properties=species:S:1:pos:R:3:forces:R:3
C -2.4733 -1.8274 -0.3454 -0.773 -0.967 -1.026
C -1.7083 -0.9300 -1.2861 0.078 1.249 0.761
C -0.3286 -1.0337 -1.4071 0.030 -0.543 -0.129
C 0.4875 0.0032 -1.8775 -1.196 -0.544 0.410
C -0.1449 1.1851 -2.2136 -0.511 0.951 -1.204
O 0.5384 2.2680 -2.7019 0.167 0.153 0.243
C -1.5518 1.3278 -2.2429 1.237 -1.122 1.400
C -2.2796 0.2591 -1.7420 -0.627 0.474 -0.662
H -3.5262 -1.5627 -0.2341 0.097 0.513 -0.097
H -2.0590 -1.8597 0.6573 0.290 -0.053 -0.028
H -2.5575 -2.8374 -0.7655 0.402 -0.130 0.331
H 0.0674 -2.0110 -1.1468 0.470 0.243 0.221
H 1.5577 -0.1106 -1.8994 0.210 0.047 -0.151
H 1.4864 2.1211 -2.6438 0.055 -0.065 0.026
H -2.0268 2.2903 -2.3477 0.128 0.053 -0.619
H -3.3565 0.3988 -1.7937 -0.033 -0.256 0.550
C 1.2666 -1.0937 2.1709 -0.711 0.695 -0.398
C 1.9381 0.1963 2.7110 0.093 -1.091 -1.060
C 1.7437 1.4262 1.8666 -0.006 2.564 -0.792
H 0.5239 -1.4642 2.8770 0.085 -0.233 -0.054
H 1.9735 -1.8762 1.9104 0.093 -0.102 0.255
H 0.7365 -0.8553 1.2424 -0.077 -0.101 0.092
H 1.5631 0.4115 3.7067 0.458 -0.167 0.230
H 2.9950 -0.0746 2.6500 0.096 0.560 0.918
H 2.4810 1.6805 1.0957 0.366 -0.928 0.000
H 0.8176 1.6131 1.3050 -0.298 -0.814 0.455
H 1.8360 2.3556 2.4544 -0.124 -0.386 0.326
```
Positions in Å, forces in eV/Å.

Values from the calculation:
**Energy relative to the best compared isomer or geometry (same formula, charge and spin)**: 36.2 kcal per mole
**SMILES**: Cc1ccc(O)cc1.CCC
**Gap between HOMO and LUMO**: 9.15 eV
**Total energy**: -12676.1537 eV

(2)
This record from the OMol25 dataset describes a cluster of 2 separate species, C10H16O in total at a distorted geometry. The level of theory is ωB97M-V/def2-TZVPD.

Geometry as XYZ:
```
27
Properties=species:S:1:pos:R:3:forces:R:3
C -0.0584 -1.4526 -3.5059 0.541 -2.271 -0.667
C 0.5505 -0.4459 -2.5903 -1.185 -0.027 0.014
C 1.2534 -0.8258 -1.4614 0.353 0.105 1.007
C 1.7703 0.1255 -0.5708 -0.316 0.274 -0.962
C 1.4255 1.4465 -0.7767 1.335 1.243 0.039
O 1.9092 2.4246 0.0861 -0.572 -0.024 -0.749
C 0.8048 1.8743 -1.9462 -1.006 -0.709 -0.465
C 0.3093 0.9078 -2.8392 1.326 0.444 1.435
H -0.3792 -2.4434 -3.0745 0.015 1.263 0.235
H 0.6740 -1.8370 -4.2294 0.267 0.349 0.010
H -0.8463 -1.0941 -4.1455 -0.508 0.419 0.121
H 1.3368 -1.8645 -1.1554 0.248 -0.074 -0.535
H 2.5776 -0.0310 0.1353 -0.465 -0.660 0.408
H 2.3628 2.0153 0.8212 0.082 -0.230 0.219
H 0.6401 2.9201 -2.1864 0.126 -0.057 0.397
H -0.2154 1.2488 -3.7050 -0.268 -0.059 -0.474
C -0.6947 0.1085 3.9164 1.037 -0.658 -0.308
C -0.8706 -0.0341 2.4078 -0.900 0.313 -0.749
C -2.1546 -0.8305 2.0660 -0.211 1.457 0.299
H -0.9006 -0.8672 4.3550 -0.189 0.101 0.409
H -1.3361 0.8796 4.3281 -0.249 -0.066 0.082
H 0.3436 0.3469 4.2041 -0.345 0.077 -0.206
H -0.8890 0.9689 1.9812 -0.242 0.078 -0.216
H -0.0834 -0.5213 1.8517 0.742 -0.290 0.431
H -3.0444 -0.2464 2.3125 -0.020 0.041 0.326
H -2.3257 -1.0781 1.0235 0.564 -0.223 -0.193
H -2.1595 -1.6946 2.6978 -0.159 -0.817 0.093
```
Positions in Å, forces in eV/Å.

Values from the calculation:
**Energy relative to the best compared isomer or geometry (same formula, charge and spin)**: 29.3 kcal per mole
**SMILES**: Cc1ccc(O)cc1.CCC
**Gap between HOMO and LUMO**: 9.30 eV
**Total energy**: -12676.4549 eV

(3)
This record from the OMol25 dataset describes a cluster of 2 separate species, C10H16O in total at a distorted geometry. The level of theory is ωB97M-V/def2-TZVPD.

Geometry as XYZ:
```
27
Properties=species:S:1:pos:R:3:forces:R:3
C -0.8545 -2.6184 0.9113 1.974 -1.402 1.431
C 0.4264 -1.8092 0.8335 -0.024 -1.650 -0.919
C 0.8084 -1.0402 1.9220 -1.616 1.430 -0.101
C 1.5906 0.1028 1.7847 1.480 -0.661 0.196
C 2.3877 0.1555 0.6526 0.000 -0.178 -1.718
O 3.3843 1.0604 0.3303 -1.358 -0.479 -0.806
C 2.1810 -0.7743 -0.3652 -0.319 -1.315 -0.042
C 1.2631 -1.8331 -0.2825 0.742 2.473 0.213
H -1.1162 -2.3691 1.9392 -1.528 -0.274 -0.359
H -0.6225 -3.6961 0.9245 0.197 0.099 0.176
H -1.5665 -2.5989 0.1036 -0.399 1.091 -0.008
H 0.2459 -1.1257 2.8477 -0.150 -0.032 -0.117
H 1.6657 0.8233 2.5904 0.176 -0.079 0.030
H 3.7532 1.3348 1.1332 1.018 0.988 1.784
H 2.7289 -0.7249 -1.2892 0.565 0.317 0.034
H 1.2784 -2.4769 -1.1507 -0.812 -0.301 0.191
C -1.6426 0.4097 -1.6991 0.396 -1.264 1.498
C -1.7643 1.4868 -0.6321 0.012 1.057 0.208
C -1.4158 2.9097 -1.1143 0.132 -0.227 -0.407
H -0.6567 0.2446 -2.1406 -0.120 0.990 -0.565
H -2.4956 0.4572 -2.3682 0.322 -0.051 -0.482
H -1.6678 -0.5485 -1.1569 -0.702 0.004 -0.112
H -2.7955 1.4938 -0.2669 0.003 -0.131 -0.078
H -1.1555 1.3040 0.2538 0.108 -0.433 -0.078
H -0.4043 3.1982 -0.8246 0.084 -0.129 -0.197
H -1.4943 2.9433 -2.2035 0.113 0.160 0.002
H -2.0617 3.6914 -0.7328 -0.297 -0.002 0.229
```
Positions in Å, forces in eV/Å.

Values from the calculation:
**Energy relative to the best compared isomer or geometry (same formula, charge and spin)**: 46.1 kcal per mole
**SMILES**: Cc1ccc(O)cc1.CCC
**Gap between HOMO and LUMO**: 9.25 eV
**Total energy**: -12675.7279 eV

(4)
This record from the OMol25 dataset describes a cluster of 2 separate species, C10H16O in total at a distorted geometry. The level of theory is ωB97M-V/def2-TZVPD.

Geometry as XYZ:
```
27
Properties=species:S:1:pos:R:3:forces:R:3
C -2.2250 0.1463 -1.6440 -0.665 0.514 -1.880
C -0.7239 0.0755 -1.7698 0.004 -0.564 0.748
C 0.0661 1.2457 -1.6287 -0.852 -0.811 -0.256
C 1.3868 1.1338 -1.2490 -0.721 -0.526 -0.686
C 1.9248 -0.1667 -1.1846 -0.193 1.903 -0.120
O 3.2193 -0.0954 -0.7695 0.338 -0.385 -0.004
C 1.2195 -1.2860 -1.5771 1.489 -0.010 0.151
C -0.1348 -1.1927 -1.8579 -0.403 1.053 0.927
H -2.6065 0.5727 -2.5925 -0.136 -0.375 0.119
H -2.6936 0.8207 -0.9256 0.706 -0.127 0.513
H -2.6646 -0.8478 -1.5357 0.063 0.137 0.033
H -0.5005 2.1442 -1.8764 0.601 0.297 0.656
H 2.0577 1.9586 -1.0470 -0.186 0.083 -0.058
H 3.6098 -0.9577 -0.6776 0.213 -0.637 0.030
H 1.8533 -2.1625 -1.6250 -0.558 -0.582 -0.044
H -0.7857 -2.0627 -1.9256 0.333 0.066 -0.244
C -1.3333 -0.7024 2.2389 0.747 0.424 -0.054
C 0.0879 -0.3182 1.7329 -1.513 0.808 1.193
C 0.5044 0.9646 2.4770 1.040 1.296 -1.716
H -1.8979 -1.1223 1.4035 -0.189 -0.460 0.525
H -1.2572 -1.3031 3.1443 -0.319 -0.489 -0.262
H -1.8411 0.2162 2.5708 0.025 -0.222 -0.344
H -0.0273 -0.1445 0.6564 0.442 0.299 0.395
H 0.8419 -1.0812 1.8723 -0.008 -0.404 0.052
H 0.7979 1.0352 3.5261 -0.043 -1.044 0.012
H -0.2283 1.7734 2.3798 -0.319 -0.322 -0.185
H 1.3500 1.3564 1.8841 0.104 0.077 0.501
```
Positions in Å, forces in eV/Å.

Values from the calculation:
**Energy relative to the best compared isomer or geometry (same formula, charge and spin)**: 38.5 kcal per mole
**SMILES**: Cc1ccc(O)cc1.CCC
**Gap between HOMO and LUMO**: 9.06 eV
**Total energy**: -12676.0545 eV